[1]
Formula: C61H56N4OP3S2Ti
Source: the OMol25 dataset
Level of theory: wB97M-V/def2-TZVPD

**Lowest unoccupied orbital energy**: -9.1 eV
**Energy**: -5321.4832 Eh
**E_HOMO**: -14.60 eV

The geometry in ORCA input format:
```
! wB97M-V def2-TZVPD RIJCOSX def2/J DEFGRID3
* xyz 3 1
Ti 0.10830 -0.35590 -0.01290
C 0.55060 -2.52740 3.34280
P -0.09810 -0.94400 2.67720
C -1.90350 -1.25840 2.87850
N -2.26170 -1.88590 3.96780
C -3.56080 -2.12900 4.20670
C -3.98150 -2.75830 5.39250
C -5.31710 -2.99980 5.58040
C -6.27290 -2.63880 4.60870
C -5.89950 -2.00880 3.45220
C -4.53780 -1.73390 3.23380
N -4.13760 -1.11010 2.11600
C -2.87140 -0.86070 1.92350
P -2.45020 0.03860 0.37460
C -3.05070 1.68090 0.92020
C -3.74680 -0.48400 -0.90820
C -3.71310 -2.00780 -1.01310
C -3.32740 0.15740 -2.23360
C -5.15260 -0.00980 -0.54630
C 0.22290 0.22500 4.15280
C -0.03600 -0.45000 5.49680
C -0.71190 1.42810 4.01810
C 1.69150 0.67570 4.05470
H -0.09440 -2.83100 4.16960
H 1.57630 -2.40470 3.69450
H 0.52400 -3.29150 2.56270
H -3.24220 -3.02010 6.13390
H -5.65420 -3.47780 6.48730
H -7.31580 -2.85160 4.78780
H -6.61910 -1.71090 2.70450
H -4.08200 1.58250 1.26310
H -2.99340 2.38870 0.09550
H -2.43760 2.04150 1.74400
H -2.68540 -2.37100 -1.12670
H -4.28580 -2.33720 -1.87810
H -4.16150 -2.45830 -0.12910
H -2.45380 -0.33300 -2.65500
H -3.10860 1.21890 -2.11370
H -4.13830 0.06870 -2.95320
H -5.42750 -0.29920 0.46280
H -5.85570 -0.48050 -1.23100
H -5.25430 1.06560 -0.66010
H -1.02740 -0.89510 5.53310
H 0.03110 0.30040 6.28200
H 0.69990 -1.21770 5.71750
H -1.74720 1.12660 4.15930
H -0.62310 1.90370 3.04080
H -0.47610 2.17070 4.77960
H 2.29440 0.23500 4.84340
H 1.76230 1.75610 4.15640
H 2.14620 0.39000 3.10160
C 4.63110 -4.28170 -0.24960
C 3.78070 -4.79430 -1.21500
C 2.46000 -4.37850 -1.27710
C 1.98010 -3.45290 -0.35200
C 2.84690 -2.92750 0.60610
C 4.16540 -3.34290 0.65760
P 0.22360 -2.92820 -0.28130
C -0.59440 -4.35590 0.51230
C -1.79240 -4.11050 1.18110
C -2.45970 -5.13840 1.81790
C -1.94310 -6.42420 1.77300
C -0.76560 -6.67960 1.08820
C -0.07860 -5.65000 0.46660
C -0.29830 -3.02590 -2.02440
C -0.63990 -4.19870 -2.65770
C -0.90590 -4.19960 -4.03240
C -0.77940 -3.04470 -4.75820
C -0.45420 -1.82030 -4.13680
C -0.31530 -0.61610 -4.85930
C -0.05030 0.55640 -4.20470
C 0.04610 0.59140 -2.80150
C -0.06660 -0.55680 -2.04180
C -0.26460 -1.79020 -2.72510
H 5.65680 -4.61190 -0.19940
H 4.14740 -5.52460 -1.91990
H 1.81000 -4.77180 -2.04640
H 2.47660 -2.19120 1.32010
H 4.82830 -2.94070 1.40770
H -2.19030 -3.10290 1.18580
H -3.38130 -4.94330 2.34400
H -2.46260 -7.22510 2.27390
H -0.38290 -7.68910 1.04050
H 0.84940 -5.86060 -0.04720
H -0.71730 -5.11900 -2.09560
H -1.19470 -5.12050 -4.51340
H -0.94580 -3.05840 -5.82350
H -0.41760 -0.63230 -5.93340
H 0.06970 1.47350 -4.75890
H 0.18910 1.56380 -2.33430
S 3.49620 -2.32670 -3.68520
C 4.74450 -3.19400 -4.46070
C 5.96160 -3.00950 -3.86690
C 5.90060 -2.13990 -2.77020
C 4.62460 -1.67800 -2.51720
C 4.18200 -0.80260 -1.47790
C 2.80130 -0.63630 -1.24210
N 2.26560 0.16930 -0.34300
C 3.10480 0.96070 0.39050
C 4.51750 0.79310 0.29710
C 5.38470 1.56190 1.13210
C 4.90550 2.50700 1.97080
C 3.50780 2.80280 2.00560
C 3.00090 3.83570 2.79290
C 1.64020 4.18440 2.74320
C 0.86020 3.48320 1.81620
N 1.31710 2.42750 1.14640
C 2.61890 2.03040 1.20150
C 1.02970 5.15270 3.59680
C 1.61690 5.91670 4.58680
C 0.69200 6.64610 5.34080
C -0.59680 6.45390 4.92620
S -0.70900 5.38820 3.60470
C 5.04230 -0.10060 -0.63530
H 4.50850 -3.78570 -5.32440
H 6.86250 -3.48510 -4.21140
H 6.76330 -1.87280 -2.18780
H 2.11580 -1.20490 -1.86190
H 6.44580 1.37770 1.05640
H 5.57500 3.07440 2.59970
H 3.67630 4.38530 3.43060
H -0.16020 3.78070 1.60850
H 2.67620 5.94980 4.76150
H 0.95900 7.27920 6.16650
H -1.49180 6.88070 5.33640
H 6.11060 -0.21130 -0.72210
O -0.50070 2.31190 -0.21450
C 0.29200 1.65320 0.41390
*
```

Here are the Mulliken charges for atoms 1 to 2, given in e: -3.06, -1.54

---

[2]
Formula: C61H73N9O17PS
Source: the OMol25 dataset
Level of theory: wB97M-V/def2-TZVPD

**Lowest unoccupied orbital energy**: -0.1 eV
**Energy**: -4878.9565 Eh
**E_HOMO**: -4.09 eV

The geometry in ORCA input format:
```
! wB97M-V def2-TZVPD RIJCOSX def2/J DEFGRID3
* xyz -1 1
C 16.50117 -2.35197 1.32243
C 15.41880 -1.63244 0.48566
C 14.18073 -1.27217 1.30306
C 13.37983 -0.10544 0.73118
C 12.15444 0.16880 1.61645
C 11.43340 1.47439 1.27041
C 10.42774 1.39082 0.10775
C 9.53001 0.15314 0.08581
P 8.16124 0.03895 1.40743
O 8.30107 1.69722 1.92402
C 7.11607 2.17411 2.48393
C 6.07235 1.03763 2.66600
C 4.78242 1.13596 1.84494
C 3.59618 0.42620 2.54226
C 2.25265 1.06705 2.14567
C 1.12016 0.05664 1.92450
C 0.13821 0.51876 0.80871
C -1.30176 0.09212 1.15810
C -1.45408 -1.44397 1.14583
S -2.25409 -1.89278 2.72327
C -3.16806 -3.33895 2.38680
N -3.36836 -4.29310 3.23640
N -4.14958 -5.23686 2.58522
C -4.34958 -4.77845 1.39932
O -3.77028 -3.57361 1.18307
O 6.76607 -0.15545 2.49490
H 17.29474 -1.67581 1.63707
H 16.06888 -2.80268 2.21711
H 16.95107 -3.17288 0.76395
H 15.18288 -2.30407 -0.34079
H 15.87797 -0.74978 0.03683
H 13.53815 -2.15341 1.36830
H 14.49581 -1.03923 2.32335
H 13.97623 0.80725 0.76840
H 13.08146 -0.35700 -0.28808
H 12.55422 0.29200 2.63026
H 11.48608 -0.68735 1.66237
H 10.99803 1.92165 2.16225
H 12.21716 2.17571 0.95361
H 9.85236 2.31420 0.07142
H 11.02645 1.37765 -0.81674
H 10.10211 -0.77722 0.10784
H 9.01047 0.16285 -0.87623
H 7.16617 0.37369 0.37278
H 7.93973 -1.34358 0.99425
H 9.07850 -0.33326 2.46180
H 7.39466 2.44429 3.51778
H 6.71897 3.10720 2.06226
H 5.77060 1.07676 3.72451
H 4.97942 0.66334 0.88398
H 4.50282 2.18960 1.74501
H 3.63109 -0.61627 2.23031
H 3.75950 0.49901 3.61756
H 1.92039 1.79043 2.88560
H 2.43641 1.59762 1.21018
H 1.52458 -0.89906 1.59174
H 0.53635 -0.11907 2.82932
H 0.38816 0.03017 -0.13565
H 0.19538 1.59602 0.67083
H -2.01490 0.56154 0.47997
H -1.50565 0.44706 2.16984
H -2.05613 -1.78452 0.30711
H -0.48070 -1.91798 1.05824
H -4.91621 -5.28249 0.63710
C 2.69893 7.24853 5.03992
C 1.65984 6.61176 5.70565
C 0.95079 5.60199 5.07838
C 1.29981 5.24355 3.78873
C 2.32795 5.87032 3.10796
C 3.02990 6.88112 3.74233
N 0.57121 4.15710 3.12685
O -0.33751 3.62020 3.73326
O 0.92111 3.84161 2.00576
H 3.25442 8.03375 5.53592
H 1.40327 6.89943 6.71275
H 0.14293 5.10415 5.59373
H 2.58595 5.57708 2.10114
H 3.83901 7.37852 3.22593
C -3.21848 3.37182 1.44828
C -4.48660 3.70932 0.98993
C -4.63083 4.55230 -0.10040
C -3.49465 5.04391 -0.71874
C -2.22552 4.71546 -0.27758
C -2.08990 3.87435 0.81479
N -3.63704 5.94180 -1.87195
O -4.76841 6.23049 -2.23204
O -2.62899 6.35793 -2.39905
H -3.10699 2.71156 2.29851
H -5.36450 3.31597 1.48384
H -5.61501 4.82228 -0.45388
H -1.34861 5.11039 -0.76926
H -1.10086 3.61389 1.16600
C 1.83533 9.69085 12.47305
C 1.97404 10.50249 11.35500
C 1.51419 10.07023 10.12209
C 0.91674 8.82670 10.03074
C 0.77535 8.00247 11.13170
C 1.24024 8.44150 12.36039
N 0.40930 8.37173 8.72823
O 0.56657 9.10473 7.77152
O -0.13659 7.28654 8.68236
H 2.19181 10.03340 13.43556
H 2.43927 11.47433 11.44416
H 1.62067 10.69796 9.24999
H 0.31024 7.03229 11.04007
H 1.13596 7.80944 13.23125
C -7.41710 6.60369 -5.31356
C -6.53120 5.72515 -4.70200
C -6.46420 4.40783 -5.12778
C -7.28262 3.99566 -6.16496
C -8.17721 4.85589 -6.77502
C -8.24272 6.16910 -6.34214
N -7.18739 2.61240 -6.65069
O -6.39736 1.86839 -6.10186
O -7.89266 2.29212 -7.58763
H -7.46310 7.63389 -4.98504
H -5.88694 6.07214 -3.90128
H -5.77358 3.72079 -4.66111
H -8.81052 4.51514 -7.58026
H -8.93322 6.85599 -6.81236
C -7.43300 -6.69342 -0.02759
C -7.29953 -5.88170 -1.14597
C -7.80110 -6.29764 -2.36793
C -8.43239 -7.52435 -2.44876
C -8.56874 -8.34945 -1.34702
C -8.06368 -7.92679 -0.12923
N -8.98354 -7.95708 -3.73925
O -8.83566 -7.22548 -4.69425
O -9.56413 -9.02902 -3.77736
H -7.04778 -6.36522 0.92984
H -6.80870 -4.92073 -1.06738
H -7.70031 -5.66835 -3.23858
H -9.06223 -9.30649 -1.42921
H -8.16442 -8.55735 0.74297
C -10.33661 -11.34359 -5.32557
C -9.53106 -12.19064 -4.57628
C -9.70784 -13.56329 -4.64501
C -10.69352 -14.07044 -5.47231
C -11.50978 -13.24403 -6.22274
C -11.32675 -11.87274 -6.14516
N -10.87130 -15.52686 -5.56435
O -10.15419 -16.22856 -4.87861
O -11.72490 -15.94563 -6.32173
H -10.18961 -10.27452 -5.27202
H -8.76113 -11.77836 -3.93845
H -9.08238 -14.22344 -4.06272
H -12.27702 -13.65713 -6.86051
H -11.95624 -11.21362 -6.72715
C -3.90386 -1.03591 -7.81436
C -4.27705 -1.87680 -8.85392
C -3.37165 -2.79050 -9.36882
C -2.10115 -2.85017 -8.82776
C -1.70857 -2.01636 -7.79646
C -2.61936 -1.10300 -7.28977
N -1.14498 -3.83519 -9.35742
O -1.51365 -4.54015 -10.27664
O -0.04620 -3.88691 -8.84375
H -4.61570 -0.32580 -7.41183
H -5.27655 -1.82157 -9.26319
H -3.65984 -3.44541 -10.17764
H -0.71006 -2.07366 -7.38915
H -2.32839 -0.44498 -6.48271
*
```

Here are the Mulliken charges for atoms 1 to 2, given in e: -1.22, -0.34

---

[3]
Formula: C61H74Cl2N3O10RbS
Source: the OMol25 dataset
Level of theory: wB97M-V/def2-TZVPD

**ΔE to the lowest compared entry with this formula, charge and spin**: 19.2 kcal/mol
**Lowest unoccupied orbital energy**: 2.8 eV
**Energy**: -4628.2535 Eh
**E_HOMO**: -1.76 eV

The geometry in ORCA input format:
```
! wB97M-V def2-TZVPD RIJCOSX def2/J DEFGRID3
* xyz -2 1
Rb 0.24146 0.37661 -0.16371
C -3.47167 -0.21368 -0.01930
O -2.40283 -1.06554 0.33799
C -2.83676 -2.14669 1.08477
C -3.05232 -3.37715 0.46872
C -2.66432 -3.62963 -0.97193
C -1.34885 -4.37064 -1.10037
C -1.32062 -5.74696 -1.25702
C -0.13499 -6.46546 -1.39876
C 1.04814 -5.72016 -1.36100
C 1.06988 -4.34846 -1.21209
C 2.38148 -3.59109 -1.19122
C 2.85867 -3.38297 0.23160
C 3.39220 -4.45298 0.94155
C 3.77678 -4.33265 2.26908
C 3.49854 -3.12805 2.90901
C 2.92183 -2.04775 2.25325
C 2.45902 -0.84133 3.04302
C 1.15515 -1.17353 3.75238
C 1.14689 -1.99044 4.86387
C -0.01934 -2.38140 5.52447
C -1.21781 -1.94161 4.97033
C -1.26483 -1.12925 3.85113
C -2.60290 -0.77303 3.22252
C -3.09279 -1.98092 2.45187
C -3.71240 -3.01950 3.13190
C -4.00056 -4.24276 2.53262
C -3.62262 -4.40970 1.20957
C -4.71352 -5.32265 3.34185
C -4.93387 -6.60222 2.53248
C -3.88034 -5.68078 4.58154
C -6.08771 -4.79444 3.78425
C -0.07222 -0.64074 3.22193
O -0.09901 0.22535 2.29126
C 0.05596 -3.31632 6.72945
C 0.52992 -4.70038 6.25700
C -1.30215 -3.48480 7.41761
C 1.03618 -2.77134 7.78081
C 2.70539 -2.15556 0.87613
O 2.35503 -1.03903 0.14310
C 3.46562 -0.48166 -0.53461
C 4.49646 -5.44741 3.02670
C 5.88530 -4.93359 3.44329
C 3.70386 -5.83788 4.28076
C 4.69197 -6.69917 2.16981
C -0.14694 -3.59362 -1.11329
O -0.15773 -2.32071 -1.07822
C -0.08147 -7.96902 -1.66471
C 0.74115 -8.67658 -0.57730
C 0.57176 -8.22511 -3.03511
C -1.47393 -8.60192 -1.69557
H -4.08594 -0.66234 -0.81239
H -3.04529 0.72542 -0.37629
H -4.12519 0.00034 0.83258
H -2.55850 -2.67128 -1.48187
H -3.45298 -4.21229 -1.45601
H -2.27220 -6.27217 -1.26658
H 2.00158 -6.23460 -1.46719
H 2.21231 -2.62751 -1.67187
H 3.13188 -4.15333 -1.75452
H 3.49039 -5.40032 0.42435
H 3.72030 -3.01766 3.96427
H 2.28229 0.00386 2.37860
H 3.22298 -0.56525 3.77627
H 2.09796 -2.35186 5.24828
H -2.16118 -2.24017 5.41549
H -2.44208 0.08220 2.56823
H -3.32604 -0.51310 4.00095
H -3.94656 -2.86190 4.17864
H -3.76288 -5.36432 0.71503
H -3.98242 -7.04586 2.23263
H -5.52538 -6.40732 1.63581
H -5.47114 -7.33048 3.14521
H -2.89767 -6.04921 4.28148
H -4.38281 -6.45704 5.16714
H -3.73105 -4.81291 5.22425
H -6.67850 -4.50354 2.91322
H -5.98535 -3.92018 4.42765
H -6.63282 -5.56588 4.33707
H -0.18061 -5.10516 5.53347
H 0.61877 -5.40129 7.09622
H 1.49803 -4.62717 5.76025
H -2.02320 -3.96872 6.75634
H -1.70217 -2.51597 7.72507
H -1.18842 -4.10950 8.30810
H 2.05923 -2.73734 7.40373
H 1.02684 -3.40373 8.67533
H 0.74777 -1.75836 8.06883
H 3.95991 -1.21507 -1.18124
H 4.20447 -0.09586 0.17531
H 3.08931 0.34353 -1.13739
H 5.79837 -4.06471 4.09618
H 6.45574 -4.63464 2.56128
H 6.44324 -5.71142 3.97423
H 3.57908 -4.98375 4.94716
H 4.22343 -6.62657 4.83362
H 2.71027 -6.19833 4.00842
H 5.25093 -6.46844 1.26094
H 3.73361 -7.14008 1.88784
H 5.25695 -7.44613 2.73334
H 1.75109 -8.26812 -0.52333
H 0.81618 -9.75036 -0.78318
H 0.27281 -8.53962 0.39936
H 1.58441 -7.82294 -3.06977
H -0.00922 -7.73666 -3.81991
H 0.61949 -9.29877 -3.25092
H -1.98387 -8.48773 -0.73657
H -1.38643 -9.67041 -1.91211
H -2.08907 -8.14708 -2.47433
Cl 1.11060 8.06425 2.32210
C 0.78753 6.62241 1.38257
C -0.18640 6.66984 0.37461
C -0.45450 5.54095 -0.34302
Cl -1.67321 5.61092 -1.58477
C 0.20103 4.25473 -0.13964
O -0.13672 3.23768 -0.76615
C 1.24652 4.30976 0.86669
C 2.11377 3.17905 1.12159
O 2.23187 2.15979 0.46921
C 1.48359 5.46803 1.61657
H -0.71892 7.58945 0.17446
H 2.76726 3.32994 2.01299
H 2.25066 5.45054 2.38367
C -3.39224 -2.39930 -10.11140
C -2.32433 -1.87920 -9.16152
S -2.51403 -2.76641 -7.59970
O -2.28789 -4.16588 -7.86314
O -3.77636 -2.37306 -7.01878
C -1.18440 -2.13666 -6.57495
C -1.44625 -0.67272 -6.22095
N -0.41198 -0.14092 -5.35156
C -0.46212 -0.05783 -3.99711
N 0.63887 0.48982 -3.50384
C 1.43354 0.78185 -4.53985
C 0.82151 0.40226 -5.71816
N 1.32828 0.49494 -7.01163
O 0.71388 -0.01087 -7.95165
O 2.37015 1.10568 -7.16801
C -1.59266 -0.53434 -3.17100
H -3.33630 -1.88794 -11.07116
H -4.37920 -2.23484 -9.67945
H -3.26193 -3.46907 -10.26936
H -2.44986 -0.82009 -8.93983
H -1.30935 -2.06907 -9.50944
H -0.27316 -2.24211 -7.16029
H -1.14486 -2.76921 -5.68711
H -2.40821 -0.58989 -5.72220
H -1.46541 -0.06891 -7.12221
H 2.39950 1.24165 -4.41337
H -2.26578 -1.18546 -3.72559
H -2.15756 0.31437 -2.77809
H -1.17385 -1.09115 -2.32104
*
```

Here are the Mulliken charges for atoms 1 to 2, given in e: 0.71, -1.02

---

Which formula does entry 1 have? C61H56N4OP3S2Ti

---

Among the records above, which one has the lowest lowest unoccupied orbital energy? C61H56N4OP3S2Ti